1.
A cluster of 10 separate species, C23H37IN9O2P2 in total at a distorted geometry. Source: the OMol25 dataset; level of theory: the ωB97M-V functional and the def2-TZVPD basis.

Calculated values
Frontier orbital gap in eV: 8.471
Total charge: +1
Energy above the lowest of the compared OMol25 structures with the same formula, charge and spin in kcal per mole: 70.2
E_LUMO in eV: -3.772
HOMO energy in eV: -12.24

XYZ file:
```
74
Properties=species:S:1:pos:R:3:forces:R:3:lowdin_charge:R:1
I 1.1393 1.2913 -2.4844 -0.7 0.0 0.9 0.8270
P 1.2434 1.1941 1.4200 1.2 -3.2 -2.1 0.8138
P 0.8252 3.3425 1.3152 -0.1 4.6 0.0 0.7760
O -0.8837 3.6552 1.5286 2.5 -2.7 -0.1 -0.3318
O 1.2110 4.0155 -0.2186 -2.2 -1.2 1.8 -0.3679
N -2.7949 0.5896 2.3220 -4.3 -1.6 -2.3 0.0987
N -3.5514 2.6354 -5.8937 5.4 0.4 -0.2 0.1067
N 2.3704 -0.5006 4.3882 5.2 0.5 -0.5 0.0859
N 7.7713 0.6844 3.9610 1.5 2.8 4.4 0.1208
N -10.5003 1.1462 3.1374 -4.6 -3.1 2.2 0.1131
N -7.2390 0.0444 -0.7903 -3.9 1.4 3.5 0.1062
N 1.9272 -2.7837 -7.3807 3.9 -3.5 1.1 0.1111
N 6.4324 -3.3537 2.9655 -0.6 2.1 -4.9 0.1153
N 4.9661 -1.6909 -2.3535 -4.4 -1.0 -2.9 0.1232
C -12.5332 -0.4794 3.8622 0.7 0.6 -0.3 -0.0545
C 5.0639 -0.3257 4.2380 -1.2 -0.1 0.2 -0.1025
C -0.4550 0.9827 -0.9784 -1.6 -0.4 0.5 -0.7715
C 3.9897 -1.9417 -2.9998 3.2 0.8 2.2 -0.2099
C 6.1845 -2.3227 0.4802 0.1 -0.4 1.0 -0.1067
C -11.4009 0.4259 3.4585 2.9 2.5 -1.0 -0.1841
C -2.3593 2.7181 -5.9555 -4.0 -0.3 0.2 -0.2467
C 8.4516 2.0361 6.1994 -0.2 -0.5 -0.8 -0.0581
C 3.8912 -4.5669 -6.8666 -0.8 0.6 -0.2 -0.0647
C 3.0695 0.9167 0.9363 4.4 -0.6 -4.3 -0.2604
C -0.8601 2.8219 -6.0330 -1.0 -0.1 0.0 -0.0814
C 4.1574 0.7519 0.1931 -6.1 1.4 3.2 0.0672
C 8.0727 1.2834 4.9525 -0.9 -2.0 -3.3 -0.2141
C -3.8147 0.1860 1.8415 3.3 1.3 1.7 -0.2084
C -8.0886 0.3486 -0.0027 2.7 -1.0 -2.9 -0.2135
C 3.5642 -0.4226 4.3216 -3.9 -0.3 0.2 -0.2194
C -9.1573 0.7313 0.9878 1.2 -0.4 -1.1 -0.1189
C 6.3226 -2.8975 1.8645 0.4 -1.5 3.7 -0.2370
C 0.0893 0.1278 0.3117 -0.4 -0.2 -1.6 -0.3768
C -5.0966 -0.3213 1.2381 1.1 0.4 0.5 -0.0788
C 2.7972 -3.5738 -7.1535 -2.9 2.6 -0.8 -0.2508
C 2.7598 -2.2569 -3.8082 0.9 0.2 0.5 -0.0728
C -1.6699 0.1940 -1.7492 0.6 0.2 -0.5 -0.1733
H -9.6647 -0.1632 1.3501 0.2 0.1 -0.2 0.0598
H -0.4026 1.9497 -5.5619 -0.1 0.1 -0.1 0.0404
H -1.3421 -0.8836 -2.0460 -0.6 1.9 0.8 0.0921
H 1.9121 -1.6796 -3.4333 0.2 0.0 0.0 0.0211
H 4.4958 -4.2215 -6.0254 -0.1 0.0 -0.1 0.0707
H -0.9149 2.0066 -0.6567 1.2 -1.7 -0.6 0.0733
H 5.4073 0.5715 4.7544 -0.2 -0.1 -0.1 0.0509
H -5.9201 -0.1771 1.9398 0.2 0.0 0.0 0.0778
H -5.0047 -1.3851 1.0104 0.1 0.1 0.0 0.0892
H -12.1522 -1.3027 4.4696 0.0 0.1 -0.1 0.0810
H 2.9275 -2.0029 -4.8570 0.0 0.0 0.1 0.0574
H -0.5226 3.7232 -5.5174 -0.1 -0.1 -0.1 0.0740
H 7.9502 1.5980 7.0646 0.0 0.0 -0.2 0.0804
H -8.7098 1.2535 1.8334 0.0 -0.1 -0.3 0.0517
H 9.5316 1.9852 6.3500 -0.1 0.0 -0.1 0.0824
H -0.5438 2.8697 -7.0769 -0.1 0.0 0.1 0.0796
H 6.5077 -3.0558 -0.2609 -0.1 0.1 0.1 0.0715
H 4.5317 -4.6775 -7.7438 -0.1 0.1 0.1 0.0820
H -1.8516 0.7510 -2.7594 0.2 -0.9 2.0 0.0733
H 2.5269 -3.3210 -3.7329 0.1 0.1 0.0 0.0841
H -1.1641 2.9015 2.1310 -0.3 1.2 -0.7 0.0434
H 1.1034 0.8147 2.8118 0.2 0.3 -0.8 0.0115
H 0.6711 -0.7659 -0.1412 -1.0 1.3 1.2 0.0976
H -13.0180 -0.8871 2.9730 0.1 0.1 0.1 0.0811
H 3.4565 -5.5371 -6.6183 0.0 0.1 -0.1 0.0812
H 8.1536 3.0823 6.1067 0.0 -0.1 -0.1 0.0798
H 0.3822 4.3895 -0.6202 0.9 -0.5 0.2 0.0762
H 5.0254 0.7258 -0.5802 -1.8 -0.1 2.0 0.0913
H -2.6513 0.1982 -1.1231 1.9 -0.1 -1.0 0.0834
H 5.1425 -2.0596 0.2893 0.1 -0.1 0.1 0.0350
H 5.3753 -0.2763 3.1934 -0.1 0.0 0.2 0.0436
H -9.8880 1.3869 0.5108 0.2 -0.1 0.0 0.0842
H -0.8623 -0.1915 0.8856 1.7 0.4 -0.5 0.0709
H -5.3145 0.2220 0.3174 0.1 -0.1 0.2 0.0353
H 5.5196 -1.2016 4.7040 -0.1 0.0 -0.1 0.0747
H 6.8011 -1.4264 0.3866 0.0 -0.1 0.1 0.0738
H -13.2680 0.0815 4.4430 0.1 0.0 -0.1 0.0826
```
Positions in Å, forces in eV/Å.

=====

2.
A cluster of 6 separate species, C23H37N2O8P in total at a distorted geometry. Source: the OMol25 dataset; level of theory: the ωB97M-V functional and the def2-TZVPD basis.

Calculated values
Frontier orbital gap in eV: 7.035
E_LUMO in eV: -1.132
HOMO energy in eV: -8.17
SMILES: O=P(O)(O)c1cnc2ccccc2n1.CC(C)=O.CC(C)=O.CC(C)=O.CC(C)=O.CC(C)=O

XYZ file:
```
71
Properties=species:S:1:pos:R:3:forces:R:3:lowdin_charge:R:1
P 1.1256 0.3637 3.1768 4.5 4.8 0.0 0.7280
O 1.8438 -0.7899 4.2722 -1.6 0.1 -3.2 -0.2339
O 2.1923 1.5548 3.0263 -4.2 -4.5 0.5 -0.4030
O 1.7825 -3.8963 -6.5993 0.7 -0.5 -1.3 0.0237
O -0.3032 -3.8568 3.8671 -1.1 -0.9 0.4 0.0238
O -3.5206 7.0295 7.6521 1.1 0.8 0.6 0.0358
O 1.1885 -1.3672 -11.8767 0.1 1.4 0.8 0.0425
O -0.3833 1.0482 3.7226 3.3 -2.1 0.7 -0.2243
O -0.5925 2.9886 6.1217 -1.2 0.0 0.3 0.0358
N 1.5534 0.1434 0.2543 -2.9 -5.4 0.8 0.0735
N -0.0033 -2.8114 0.1924 3.3 6.3 1.1 0.0421
C -1.2166 -4.6358 4.1345 1.0 0.9 -0.3 -0.4728
C -2.4312 -4.7483 3.2523 0.2 0.4 -0.3 -0.0172
C 0.1958 -1.9570 1.4128 0.6 0.5 -2.4 -0.0509
C 0.0364 0.5798 -11.1132 -0.3 -0.3 -0.2 -0.0278
C 1.1666 -2.3696 -3.8631 -0.2 1.7 4.6 -0.0368
C 1.9331 -3.7258 -8.9761 -0.3 0.3 0.3 -0.0198
C 1.8825 -0.8953 -3.8224 -1.2 -0.5 4.5 -0.0633
C -1.7774 7.1594 9.2786 -0.2 -0.4 0.0 -0.0238
C 2.3356 -4.2709 -7.6319 -0.7 0.4 1.1 -0.4712
C -2.5433 4.3256 5.7932 0.5 0.1 -0.2 -0.0121
C 1.9830 -0.0799 -2.4029 -1.2 -2.9 -1.5 -0.0067
C -1.7675 3.1975 6.4189 1.2 -0.1 -0.5 -0.4768
C -2.6123 7.6953 8.1464 -1.1 -0.8 -0.6 -0.4868
C 0.9693 -0.5266 1.4658 -0.9 -1.8 -3.6 -0.2171
C 0.6327 -2.1374 -0.9899 0.1 -0.3 -1.4 -0.1492
C 1.3756 -0.6907 -0.9824 0.0 -0.2 -0.3 -0.1436
C 1.2548 -0.2851 -11.2960 -0.1 -1.4 -0.8 -0.4977
C -1.1630 -5.5132 5.3565 0.5 0.2 0.1 -0.0231
C -2.4851 2.3349 7.4225 0.4 -0.3 0.1 -0.0210
C 2.5576 0.2253 -10.7408 0.3 -0.4 -0.1 -0.0304
C -2.2928 9.0774 7.6425 -0.4 0.0 -0.4 -0.0252
C 0.5561 -2.9517 -2.4421 1.6 2.4 -1.9 -0.0060
C 3.4410 -5.2922 -7.6001 0.0 -0.1 0.6 -0.0217
H -3.3276 -4.4836 3.8187 0.0 -0.2 0.0 0.0888
H 1.1245 -2.9988 -8.8454 0.2 -0.2 0.0 0.0844
H -0.2532 -2.3687 2.4359 1.1 0.8 -2.5 0.0869
H -0.1766 1.3966 4.6580 -0.4 -0.3 -1.6 0.0636
H -1.8022 1.5619 7.7907 -0.1 0.2 -0.1 0.0852
H 2.2169 -1.5417 3.6890 -0.9 1.6 1.3 0.0948
H -2.1208 6.1523 9.5376 0.1 0.2 -0.1 0.0812
H 2.4912 0.9962 -2.3594 -1.3 -2.7 -0.1 0.1006
H 3.6247 -5.5960 -6.5641 -0.1 0.1 -0.2 0.0866
H -0.2297 -5.3247 5.8977 -0.2 0.0 -0.1 0.0864
H 2.3220 -0.3992 -4.7916 -1.0 -1.1 2.2 0.0829
H -2.8738 5.0232 6.5668 -0.2 -0.1 -0.1 0.0592
H 2.8200 1.1722 -11.2194 -0.1 0.0 0.2 0.0860
H 0.1864 1.5424 -11.6086 0.0 0.0 0.2 0.0862
H -2.0029 -5.2825 6.0166 0.0 -0.2 -0.1 0.0877
H 2.4747 0.3559 -9.6589 0.0 0.2 -0.1 0.0851
H -1.8987 4.8625 5.0892 -0.1 -0.2 0.1 0.0916
H -1.1893 -6.5648 5.0601 -0.2 0.1 0.1 0.0877
H -2.5141 -5.7659 2.8623 -0.2 0.0 0.2 0.0901
H -2.4232 9.8055 8.4471 0.2 0.0 0.0 0.0863
H -1.8848 7.8020 10.1559 0.2 0.0 -0.1 0.0867
H -3.4024 3.9276 5.2472 -0.1 0.1 0.2 0.0920
H 2.7838 -3.2228 -9.4429 0.0 -0.2 -0.1 0.0855
H 3.3497 -0.5025 -10.9463 -0.2 0.2 0.0 0.0818
H -0.7294 7.1038 8.9734 0.0 0.2 0.1 0.0893
H -3.3415 1.8483 6.9492 -0.1 0.2 0.1 0.0876
H -2.9755 9.3323 6.8250 0.1 -0.1 0.2 0.0859
H 3.1491 -6.1737 -8.1765 0.2 0.1 -0.1 0.0879
H -0.8306 0.0850 -11.5638 0.2 0.1 0.1 0.0855
H -2.3325 -4.0567 2.4090 0.0 -0.2 0.2 0.0790
H 0.0384 -4.0207 -2.5080 1.2 2.7 0.4 0.0928
H -1.2678 9.1072 7.2645 0.0 0.1 0.2 0.0882
H -2.8130 2.9438 8.2687 -0.2 0.0 -0.1 0.0845
H 1.1197 -2.9685 -4.8831 0.0 1.3 2.6 0.0621
H -0.1589 0.7261 -10.0479 0.1 0.2 -0.1 0.0865
H 1.5740 -4.5375 -9.6138 0.2 0.1 -0.1 0.0923
H 4.3588 -4.8591 -8.0055 -0.1 -0.1 -0.2 0.0878
```
Positions in Å, forces in eV/Å.

=====

3.
A structure of composition C23H37N3O6Si3Zr. Source: the OMol25 dataset; level of theory: the ωB97M-V functional and the def2-TZVPD basis.

Calculated values
Frontier orbital gap (spin up / spin down) in eV: 5.360 / 5.361
Total charge: +2
Energy above the lowest of the compared OMol25 structures with the same formula, charge and spin in kcal per mole: 49.4
E_LUMO (spin up / spin down) in eV: -7.156 / -7.155
HOMO energy (spin up / spin down) in eV: -12.52 / -12.52

XYZ file:
```
73
Properties=species:S:1:pos:R:3:forces:R:3:lowdin_charge:R:1
Zr 1.7483 -0.4842 -0.1103 0.2 -0.4 -0.3 1.8336
Si -1.0373 0.3633 2.3982 -0.2 0.0 0.0 0.6417
Si -0.4861 0.4663 -2.4477 0.0 0.0 0.1 0.5386
Si 0.6233 2.6350 -0.2755 0.3 0.1 0.1 0.4608
O -6.3667 0.1967 0.9302 0.2 -0.1 0.0 0.1663
O 3.4852 -0.4082 1.1819 0.4 0.1 0.1 -0.1321
O 3.7865 -0.2367 -0.9288 0.3 0.1 0.0 -0.1313
O -5.2602 2.1039 0.8136 0.0 0.0 0.0 0.1500
O 2.0733 1.7339 0.0152 -0.2 0.1 0.0 -0.4714
O 5.5098 -0.1270 0.4108 0.1 0.0 0.0 0.2452
N -0.1722 -1.5952 -0.0351 0.0 -0.1 -0.1 -0.0945
N 4.3610 -0.2498 0.2317 -0.6 0.0 0.0 -0.5133
N 2.2992 -2.5400 -0.2768 -0.3 0.3 0.2 -0.1035
C -1.6266 -0.9639 -2.7881 0.1 0.1 -0.1 -0.1300
C -2.5836 -1.8300 0.2093 0.2 0.3 0.1 -0.0042
C -3.9402 0.1689 0.5848 0.1 0.1 0.0 -0.0935
C -1.4709 0.4005 0.3836 0.1 0.2 -0.2 -0.3624
C 1.4970 -4.8871 -0.2710 -0.1 0.3 -0.1 -0.0150
C -1.6713 1.8918 3.2394 0.0 -0.1 0.0 -0.1351
C 0.3478 3.7164 1.2029 0.0 0.0 -0.1 -0.1200
C 0.8242 0.0928 2.5134 0.1 0.0 -0.1 -0.1675
C 3.8380 -4.4119 -0.3360 -0.1 0.0 0.0 -0.0328
C 1.3094 -0.1122 -2.6949 0.1 -0.1 0.1 -0.1909
C 3.5865 -3.0948 -0.3343 -0.1 0.1 -0.1 -0.1201
C 3.3028 2.4906 0.2522 -0.1 -0.2 0.0 -0.0364
C -0.6454 1.2729 -0.6518 0.0 -0.2 0.1 -0.2894
C -0.9243 1.7685 -3.7004 0.0 -0.1 0.0 -0.1426
C -1.3749 -1.0505 0.1613 -0.3 -0.4 0.0 -0.3389
C -3.7872 -1.2390 0.4061 -0.1 -0.2 0.0 0.0331
C -2.8278 0.9319 0.5247 0.0 -0.1 0.0 -0.0183
C -5.2440 0.9088 0.7852 -0.1 0.0 0.0 -0.4666
C 0.9858 3.6936 -1.7520 -0.1 0.0 0.1 -0.1254
C 1.2400 -3.4595 -0.2697 0.0 -0.5 0.1 -0.2655
C -0.0264 -2.9877 -0.1958 0.0 0.5 0.1 -0.1090
C 2.7517 -5.3555 -0.2898 0.1 0.1 0.0 -0.0345
C -1.8197 -1.1214 3.1896 0.1 0.0 0.0 -0.1291
H -1.6192 2.8197 2.6811 0.0 0.0 0.0 0.0186
H 0.6369 -5.5419 -0.2434 0.0 0.0 0.0 0.1244
H -2.7216 1.7134 3.4832 0.0 0.0 0.0 0.0624
H -1.3019 -1.9229 -2.3893 0.0 0.0 0.0 0.0367
H 1.3895 3.1550 -2.6080 0.0 0.0 0.0 0.0446
H 1.5987 -1.1142 -2.3131 0.0 0.0 0.0 0.0315
H -0.6544 4.1504 1.1916 0.0 0.0 0.0 0.0593
H -1.6428 -1.0482 -3.8795 0.0 -0.1 0.0 0.0625
H -4.6539 -1.8921 0.4082 0.0 0.0 0.0 0.1357
H -1.3920 2.0038 -1.0118 0.0 0.0 0.0 0.0830
H 3.9752 2.3183 -0.5841 0.0 0.0 0.0 0.1086
H 1.4778 0.8887 2.1497 0.0 0.0 0.0 0.0208
H 1.4125 -0.3158 -3.7661 0.0 0.1 0.0 0.0902
H 1.0428 4.5573 1.1369 0.0 0.0 0.0 0.0591
H 4.8621 -4.7509 -0.3843 0.0 0.0 0.0 0.1211
H -1.6130 -1.0219 4.2604 0.0 0.0 0.0 0.0657
H 1.0641 0.0251 3.5806 0.0 0.0 0.0 0.0894
H -1.1409 2.0357 4.1843 0.0 0.0 0.0 0.0645
H -1.9954 1.9698 -3.5986 0.0 0.0 0.0 0.0630
H -0.4016 2.7172 -3.6725 0.0 0.0 0.0 0.0176
H -2.9023 -1.1513 3.0772 0.0 0.0 0.0 0.0510
H 0.5018 3.2319 2.1652 0.0 0.0 0.0 0.0376
H -2.9421 2.0064 0.6174 0.0 0.0 0.0 0.1425
H 3.0669 3.5484 0.3289 0.0 0.0 0.0 0.0899
H 2.0851 0.6358 -2.4911 0.0 0.0 0.0 0.0402
H -0.7784 1.3411 -4.6958 0.0 0.0 0.0 0.0602
H 1.1231 -0.9203 2.1822 0.0 0.0 0.0 0.0355
H -2.6550 -0.7735 -2.4791 0.0 0.0 0.0 0.0552
H 1.7235 4.4434 -1.4551 0.0 0.0 0.0 0.0590
H -2.5507 -2.8963 0.0675 0.0 0.0 0.0 0.1179
H 3.7344 2.1500 1.1904 0.0 0.0 0.0 0.1049
H -1.4031 -2.0732 2.8588 0.0 0.0 0.0 0.0542
H 4.4026 -2.4008 -0.4204 0.1 -0.1 0.0 0.0947
H -0.8778 -3.6421 -0.2166 0.0 -0.1 0.0 0.1083
H -6.2143 -0.7566 0.9229 -0.1 0.1 0.0 0.1068
H 0.1023 4.2465 -2.0772 0.0 0.0 0.0 0.0648
H 2.9562 -6.4166 -0.2765 0.0 0.0 0.0 0.1226
```
Positions in Å, forces in eV/Å.